C48H49BrCaN6O9P4S | ωB97M-V/def2-TZVPD

Geometry as XYZ:
```
119
Properties=species:S:1:pos:R:3
Ca -1.09828 -0.30573 1.06968
O -3.14816 1.59272 -0.91055
N -2.06145 2.12541 -0.20428
C -2.38667 3.25603 0.27707
C -1.51356 4.19650 0.97391
C -1.93863 5.52928 0.87306
C -1.20254 6.56270 1.41482
C -0.02570 6.26824 2.08654
C 0.38245 4.95313 2.20925
C -0.33710 3.89018 1.66530
P 0.21544 2.14269 2.10813
C -0.32203 2.39444 3.83741
C -1.69153 2.26188 4.04064
C -2.24156 2.42991 5.29966
C -1.42678 2.73643 6.37773
C -0.05875 2.87559 6.18388
C 0.49170 2.70670 4.92198
C 1.99961 2.44755 1.84178
C 2.34193 2.96042 0.59169
C 3.66571 3.15536 0.23834
C 4.67545 2.84776 1.13722
C 4.34664 2.32861 2.38031
C 3.02011 2.11460 2.72639
H -2.74339 0.91202 -1.48540
H -3.39487 3.61754 0.06138
H -2.86074 5.74652 0.34817
H -1.54435 7.58402 1.32025
H 0.56588 7.05959 2.52899
H 1.28890 4.74182 2.76262
H -2.34046 1.98659 3.21577
H -3.30479 2.29150 5.43987
H -1.85182 2.85652 7.36487
H 0.58634 3.11801 7.01884
H 1.55834 2.82376 4.79603
H 1.55829 3.22100 -0.11199
H 3.90844 3.55464 -0.73886
H 5.71133 3.00349 0.86741
H 5.12840 2.06993 3.08317
H 2.78995 1.63890 3.66803
O -2.97071 -3.12620 1.90058
P -2.82249 -2.05238 3.12358
O -3.82615 -2.28125 4.16484
O -2.69609 -0.73236 2.40950
O -1.31851 -2.48132 3.62518
P -0.02827 -1.64402 4.14135
O -0.84412 -0.50659 4.95975
O 0.24536 -0.89071 2.69261
O 1.17995 0.15801 3.05796
H -3.24652 -3.98135 2.25123
H -0.26308 0.18525 5.30483
C -1.07102 -3.10068 -4.69373
N 0.07310 -2.27555 -5.01170
C 0.67203 -1.50003 -4.05462
N 1.62667 -0.64662 -4.54982
O 0.40673 -1.56890 -2.86181
H -0.97889 -4.07785 -5.17086
H -2.01013 -2.63067 -4.99391
H -1.08298 -3.24105 -3.61794
H 0.13791 -1.93752 -5.95673
H 2.06660 -0.87131 -5.42578
H 2.22955 -0.25142 -3.84782
Br -5.56556 -4.89509 -1.55863
C -4.45340 -3.41062 -1.19321
C -3.11863 -3.44172 -1.55477
C -2.34287 -2.33473 -1.24584
N -2.81651 -1.26732 -0.61507
C -4.10165 -1.25767 -0.27077
C -4.97081 -2.29883 -0.54939
H -2.68202 -4.29674 -2.04902
H -1.30139 -2.29971 -1.54075
H -4.44575 -0.38001 0.26007
H -6.00584 -2.25058 -0.24497
C 4.41555 -2.62985 3.54430
C 4.31222 -1.37835 2.95577
C 3.44197 -1.17594 1.90130
C 2.66845 -2.22540 1.41154
C 2.78095 -3.47828 2.00030
C 3.64804 -3.67696 3.06477
P 1.59445 -1.82852 -0.01880
C 0.93459 -3.46323 -0.46908
C 1.16839 -4.12493 -1.66960
C 0.53150 -5.32558 -1.94330
C -0.34816 -5.87789 -1.02512
C -0.60023 -5.21543 0.16775
C 0.02927 -4.01319 0.43861
C 2.93562 -1.39616 -1.17349
C 3.94172 -2.27724 -1.55356
C 4.99422 -1.83923 -2.34021
C 5.07262 -0.50937 -2.72587
C 4.09144 0.38470 -2.32241
C 3.01923 -0.06224 -1.56040
H 5.09107 -2.78680 4.37502
H 4.90224 -0.55075 3.32625
H 3.35870 -0.19106 1.46171
H 2.19793 -4.31297 1.63719
H 3.72035 -4.65750 3.51656
H 1.82974 -3.69226 -2.40582
H 0.72556 -5.83112 -2.88053
H -0.84242 -6.81557 -1.24199
H -1.29332 -5.62871 0.88782
H -0.19104 -3.50580 1.37339
H 3.91875 -3.30344 -1.20812
H 5.77018 -2.53354 -2.63336
H 5.90688 -0.16818 -3.32557
H 4.16043 1.43033 -2.59324
H 2.24935 0.63267 -1.24510
C -1.66911 2.40454 -6.22125
N -2.84338 2.42415 -5.38292
C -3.89737 3.30855 -5.50451
C -4.73374 3.09049 -4.46882
N -4.18597 2.06650 -3.72778
C -3.00722 1.66153 -4.26928
S -1.98114 0.47830 -3.68674
H -1.96404 2.39855 -7.26951
H -1.10663 1.50339 -5.98619
H -1.04603 3.27722 -6.01903
H -3.96411 3.99805 -6.32442
H -5.66466 3.55607 -4.20823
H -4.48909 1.75177 -2.82142
```

As for the energy: -214417.8493 eV. The HOMO energy is -7.69 eV. The orbital gap comes out at 7.90 eV. The calculation puts the energy above the lowest of the compared OMol25 structures with the same formula, charge and spin at 780.6 kJ/mol.

***

C48H49N10O17P | ωB97M-V/def2-TZVPD

Geometry as XYZ:
```
125
Properties=species:S:1:pos:R:3
N -4.11658 -2.67079 8.51502
P -2.82070 -2.25231 7.82835
O -3.12475 -1.79449 6.36913
O -2.31242 -0.89262 8.42499
C -1.55807 -3.58364 7.86944
C -1.16140 -4.20442 6.55970
C -0.52971 -3.30362 5.51720
N -1.13079 -3.26150 4.20742
C -0.37802 -3.04794 8.68329
N 0.41095 -4.16415 9.13993
C -0.49403 -5.19279 9.26091
O -0.26858 -6.23998 9.69672
C -1.87110 -4.76493 8.76695
H -4.05631 -3.60319 8.88580
H -2.74405 -0.93614 6.19369
H -2.29846 -0.96567 9.37872
H -0.51695 -5.02592 6.73569
H -2.05204 -4.61749 6.16875
H -0.50807 -2.30489 5.84783
H 0.46266 -3.62492 5.35325
H -1.51974 -4.14477 3.93362
H -1.89061 -2.60593 4.20212
H 0.13312 -2.19808 8.31837
H -0.84463 -2.73029 9.58878
H 1.13331 -4.33929 8.45745
H -2.21676 -5.60056 8.23976
H -2.44073 -4.51766 9.62954
O 3.05951 -3.67201 4.58170
N 2.66119 -2.79045 5.30675
O 2.28124 -2.96267 6.44942
C 2.61760 -1.42125 4.77004
C 2.99455 -1.19905 3.46521
C 2.91470 0.08361 2.95312
C 2.47124 1.12178 3.75242
C 2.11717 0.87938 5.07244
C 2.18575 -0.40059 5.58682
H 3.33405 -2.01381 2.84732
H 3.18934 0.26762 1.92791
H 2.39816 2.12171 3.34926
H 1.77758 1.68551 5.69475
H 1.90345 -0.59603 6.60947
O 0.91046 -0.21553 0.67892
N -0.04286 -0.87085 1.06014
O -0.08078 -1.41131 2.13761
C -1.19625 -1.00940 0.16054
C -1.13811 -0.41783 -1.07938
C -2.20779 -0.56048 -1.94230
C -3.31909 -1.29054 -1.54691
C -3.36053 -1.87310 -0.28720
C -2.29001 -1.73407 0.57719
H -0.27079 0.14961 -1.37674
H -2.17211 -0.10352 -2.92026
H -4.15474 -1.40661 -2.22177
H -4.22711 -2.43908 0.02000
H -2.30723 -2.18594 1.55631
O 0.44086 1.72272 -3.80288
N 0.38901 2.78732 -3.21453
O -0.60824 3.46473 -3.12982
C 1.61208 3.27387 -2.56370
C 2.76356 2.52098 -2.65576
C 3.91183 2.98671 -2.04549
C 3.89713 4.18964 -1.35732
C 2.72597 4.92787 -1.27275
C 1.57098 4.46905 -1.87841
H 2.76795 1.58445 -3.18928
H 4.81965 2.41138 -2.10639
H 4.80030 4.54694 -0.88557
H 2.71221 5.86263 -0.73309
H 0.65667 5.03615 -1.81534
O -3.38540 3.62417 -9.36955
N -3.08671 2.48839 -9.65731
O -3.50960 1.88429 -10.61991
C -2.14175 1.77725 -8.78069
C -1.66270 2.41276 -7.65516
C -0.79023 1.73135 -6.82662
C -0.41014 0.43461 -7.13644
C -0.89762 -0.18308 -8.27890
C -1.77216 0.49042 -9.11099
H -1.96405 3.42093 -7.42183
H -0.40855 2.20539 -5.93871
H 0.26780 -0.09551 -6.48253
H -0.59906 -1.19194 -8.52134
H -2.15707 0.01575 -10.00010
O 6.14479 2.25988 -0.01587
N 7.11528 1.71720 -0.50174
O 8.02355 2.29464 -1.05279
C 7.17835 0.24904 -0.41935
C 6.13325 -0.42843 0.17147
C 6.18326 -1.80839 0.23092
C 7.27246 -2.48668 -0.29480
C 8.31684 -1.78426 -0.87746
C 8.27276 -0.40425 -0.94285
H 5.29078 0.10715 0.57845
H 5.37112 -2.35520 0.68589
H 7.30715 -3.56550 -0.25095
H 9.16569 -2.31278 -1.28399
H 9.07894 0.14916 -1.39597
O -1.40865 -2.23916 -14.46508
N -1.90095 -1.30308 -13.87673
O -2.26601 -1.32895 -12.72160
C -2.06484 -0.03957 -14.61798
C -1.68430 0.01329 -15.94146
C -1.85598 1.19634 -16.63547
C -2.39870 2.30370 -15.99943
C -2.76715 2.22984 -14.66491
C -2.60102 1.04846 -13.96671
H -1.26242 -0.85120 -16.42738
H -1.56796 1.25432 -17.67433
H -2.53565 3.22561 -16.54612
H -3.18781 3.09029 -14.16677
H -2.89101 0.98629 -12.92927
O -3.33421 3.24785 4.32840
N -3.82213 3.97863 5.16272
O -4.38541 5.01805 4.91612
C -3.73487 3.56637 6.57449
C -3.07075 2.39865 6.91243
C -3.00215 2.03475 8.24789
C -3.59530 2.84202 9.20979
C -4.25340 4.00514 8.84784
C -4.32513 4.37322 7.52068
H -2.62125 1.78072 6.15040
H -2.49911 1.12893 8.54403
H -3.54273 2.56025 10.25170
H -4.71371 4.62637 9.60130
H -4.83849 5.27494 7.22972
```

As for the energy: -109549.8836 eV. The SMILES is N=P(O)(O)[C@@]1(CCN)CNC(=O)C1.O=[N+]([O-])c1ccccc1.O=[N+]([O-])c1ccccc1.O=[N+]([O-])c1ccccc1.O=[N+]([O-])c1ccccc1.O=[N+]([O-])c1ccccc1.O=[N+]([O-])c1ccccc1.O=[N+]([O-])c1ccccc1. The HOMO energy is -9.29 eV. The orbital gap comes out at 8.46 eV.

***

C48H49N10O19 | ωB97M-V/def2-TZVPD

Geometry as XYZ:
```
126
Properties=species:S:1:pos:R:3
N -0.25041 -0.49434 -0.33287
O -1.12142 -1.23531 -0.88273
O 0.96480 -0.81246 -0.42098
O -0.56795 0.60600 0.29011
C -1.76827 1.80606 4.44165
C -1.30701 1.96296 2.99113
C -0.43371 3.17523 2.62707
C 0.10246 3.92749 3.73729
C -0.50536 3.84665 5.21786
C -1.47360 2.62574 5.41947
N 1.01609 5.08065 3.43364
O 1.62621 5.64106 4.43172
O 1.17302 5.43963 2.30659
H -2.54213 1.24165 4.53280
H -1.91587 1.32865 2.19870
H -0.02326 3.22006 1.57887
H -0.10425 4.51243 5.97203
H -1.88415 2.43145 6.40156
C 0.62369 -3.67694 3.22050
C -0.27639 -4.60325 4.09073
C -1.51341 -5.31159 3.37686
C -1.79315 -4.97069 1.89827
C -0.85974 -4.14379 1.06995
C 0.31671 -3.58718 1.85642
N -2.99951 -5.53547 1.25472
O -3.87302 -6.14242 1.99290
O -3.26118 -5.24506 0.08482
H 1.54355 -3.15659 3.56274
H 0.03382 -4.93191 5.08243
H -2.30230 -5.78988 4.09839
H -0.90239 -4.01830 -0.03711
H 1.05139 -3.09509 1.09520
C -0.75380 -2.78938 -3.84246
C -1.11614 -3.13956 -5.35284
C 0.08947 -3.62713 -6.28420
C 1.38686 -3.92546 -5.65220
C 1.62372 -3.57096 -4.13797
C 0.39896 -3.11032 -3.25957
N 2.48398 -4.47756 -6.37348
O 2.29220 -4.67661 -7.62015
O 3.55045 -4.81065 -5.88005
H -1.60947 -2.31735 -3.33377
H -2.09737 -3.06702 -5.77427
H -0.00859 -3.90071 -7.46238
H 2.57328 -3.75994 -3.60122
H 0.58603 -3.01035 -2.23382
C -1.23923 4.46142 -0.58396
C 0.10483 3.76355 -0.97896
C 1.36527 4.57070 -1.31115
C 1.43504 5.96166 -0.70436
C 0.18228 6.64514 -0.21760
C -1.09689 5.77484 -0.19551
N 2.71202 6.59339 -0.77965
O 3.73279 5.94555 -1.19566
O 2.76257 7.76471 -0.59104
H -2.14891 3.95906 -0.42752
H 0.15995 2.60667 -1.23103
H 2.22151 4.04927 -1.73949
H 0.25296 7.43823 0.18975
H -1.99198 6.05967 0.21176
C -3.38389 1.67329 -0.67463
C -2.75410 1.65377 -2.13629
C -3.63063 2.01191 -3.26125
C -5.10207 2.56466 -2.92270
C -5.57326 2.72026 -1.48146
C -4.60336 2.23345 -0.34779
N -5.98507 3.07322 -4.02804
O -5.45645 3.23093 -5.11511
O -7.11223 3.45501 -3.63367
H -2.78527 1.36077 0.26369
H -1.62391 1.33240 -2.22306
H -3.16669 1.79340 -4.20690
H -6.46793 3.41241 -1.24469
H -4.89948 2.35478 0.80167
C 4.77588 -3.27195 -0.65898
C 4.32690 -1.84154 -1.12962
C 5.49251 -0.84092 -1.25750
C 6.77165 -1.04053 -0.55282
C 7.16811 -2.53176 -0.20580
C 6.07426 -3.50481 -0.24086
N 7.85256 -0.12173 -0.49639
O 9.03097 -0.43997 -0.08066
O 7.59904 0.95165 -0.88404
H 4.01540 -4.01612 -0.68325
H 3.39945 -1.45804 -1.40916
H 5.04731 0.17146 -1.57078
H 8.08722 -2.83716 0.12751
H 6.14746 -4.64890 0.03802
C -5.05994 -1.20120 0.76983
C -3.77103 -1.12582 1.69795
C -3.68328 -1.79452 3.12757
C -4.99714 -2.53919 3.57783
C -6.21182 -2.46566 2.52937
C -6.14152 -1.78859 1.18754
N -5.09475 -3.19055 4.93831
O -3.94494 -3.33103 5.61593
O -6.13636 -3.75370 5.29751
H -5.22881 -0.52284 -0.03340
H -2.84052 -0.47007 1.41550
H -2.88234 -1.79736 3.75693
H -7.12170 -2.82044 2.90770
H -7.14379 -1.69087 0.59226
C 0.21506 0.98184 -4.04683
O -0.71473 1.40666 -4.75879
N 1.35787 1.69716 -3.85792
C 2.32584 1.14108 -2.80640
C 1.62920 2.96020 -4.65198
H 0.43266 -0.00533 -3.55135
H 1.93037 1.37953 -1.84438
H 3.25501 1.65473 -3.09094
H 2.37974 0.09916 -2.78793
H 2.71753 3.18921 -4.48933
H 0.79093 3.74113 -4.26717
H 1.53636 2.46581 -5.75670
C 3.27560 -1.12195 2.15345
O 4.04993 -2.09637 2.09964
N 2.95063 -0.50613 3.30811
C 2.05148 0.63622 3.25049
C 3.42574 -1.04664 4.61726
H 2.96169 -0.67875 1.14939
H 1.10211 0.65116 4.01325
H 1.57125 0.89627 2.40178
H 2.64476 1.33232 3.56310
H 2.61069 -1.62324 5.11169
H 3.46098 -0.24350 5.37126
H 4.42780 -1.36496 4.47616
```

As for the energy: -104327.5176 eV. The HOMO energy is -7.46 eV. The total charge is -1. The orbital gap comes out at 7.58 eV. The calculation puts the energy above the lowest of the compared OMol25 structures with the same formula, charge and spin at 65.5 kJ/mol.

***

Among the records above, which one has the highest orbital gap?
C48H49N10O17P